Entry 1:
Below is a structure of composition C26H32N6W in a non-equilibrium geometry, with properties calculated with the ωB97M-V functional and the def2-TZVPD basis.

Cartesian coordinates (Å):
W 0.040 -0.378 0.262
C 1.663 1.046 -2.843
C 2.918 0.733 -2.034
C 2.827 -0.454 -1.044
N 1.995 -0.140 0.173
C 2.650 0.041 1.413
C 3.880 0.752 1.421
C 4.718 0.803 2.517
C 4.658 0.041 3.725
C 3.603 -0.648 4.324
C 2.355 -0.966 3.729
C 1.917 -0.450 2.519
N 0.557 -0.548 2.251
C -0.258 -0.744 3.444
C -1.738 -0.411 3.356
C -2.376 -0.872 2.006
N -1.913 -0.068 0.889
C -2.727 0.891 0.258
C -4.049 1.137 0.590
C -4.937 2.087 0.077
C -4.855 2.888 -1.044
C -3.825 2.916 -1.969
C -2.486 2.512 -1.704
C -1.970 1.661 -0.747
N -0.624 1.325 -0.676
C 0.269 2.480 -1.157
C 0.942 2.325 -2.528
H 0.855 0.213 -2.862
H 1.954 1.040 -3.931
H 3.168 1.587 -1.370
H 3.776 0.484 -2.685
H 3.856 -0.784 -0.675
H 2.356 -1.247 -1.665
H 4.169 1.310 0.521
H 5.646 1.376 2.359
H 5.638 0.092 4.261
H 3.785 -1.105 5.284
H 1.663 -1.770 4.124
H 0.231 -0.097 4.189
H -0.124 -1.770 3.826
H -1.850 0.653 3.519
H -2.275 -0.964 4.139
H -3.488 -0.812 2.055
H -2.107 -1.913 1.899
H -4.466 0.459 1.324
H -5.779 2.326 0.725
H -5.699 3.566 -1.196
H -4.006 3.363 -2.942
H -1.747 2.873 -2.455
H 1.014 2.570 -0.381
H -0.394 3.383 -1.160
H 1.571 3.247 -2.609
H 0.153 2.474 -3.272
C -1.998 -3.505 -3.644
N -1.151 -3.231 -2.486
C -0.026 -3.928 -2.026
C 0.528 -3.329 -0.974
N -0.242 -2.050 -0.843
C -1.166 -2.060 -1.778
H -2.741 -2.733 -3.621
H -2.458 -4.489 -3.622
H -1.402 -3.364 -4.568
H 0.186 -4.903 -2.431
H 1.314 -3.580 -0.289
H -1.980 -1.337 -1.942

Cartesian forces, eV/Å:
W -1.7928 2.8240 1.5094
C -0.7574 -1.5189 -1.5567
C 0.7134 -0.2310 1.3541
C 0.5327 0.5038 0.1139
N 2.1024 -0.8783 0.7511
C 1.1131 0.6775 -2.9634
C -0.7783 -0.6252 0.7566
C 0.6272 -0.8181 0.2828
C 0.7640 1.2305 0.1493
C -0.1471 -0.8510 -1.1680
C 1.0249 -0.0439 0.3342
C -1.9399 -0.1771 0.0537
N 0.4097 -0.1407 -1.4291
C 0.1561 -0.2615 0.7395
C -0.3211 -0.5589 -0.9178
C -1.0430 1.1324 0.9139
N -1.7614 0.9554 -1.4106
C 1.8994 -1.3571 0.3022
C -0.8581 -0.0206 -0.3469
C 0.5799 0.2472 1.2586
C -0.1208 0.3362 -0.5664
C 0.9857 -0.2043 0.6916
C -0.3647 0.2119 -1.3920
C 0.0907 -1.4274 1.3821
N 0.6770 0.9511 -0.7978
C -0.6234 -0.8895 0.1702
C -0.6772 1.5132 0.1610
H 1.3307 0.8498 0.5195
H -0.2599 0.3304 0.9895
H 0.1279 -0.0343 -0.8301
H -0.3958 0.4633 0.1962
H -1.2961 0.3673 -0.7170
H 0.1930 -0.0463 0.9858
H -0.2012 -0.3988 0.4095
H -0.4932 -0.3250 0.2707
H -1.2249 -0.0917 -0.0859
H 0.1955 -0.0390 0.0916
H 1.3047 1.4327 0.1737
H -0.5147 -0.1919 0.1772
H -0.3357 0.1500 -0.2712
H -0.3785 0.2687 -0.1017
H 0.2709 0.3276 0.0079
H 0.8879 -0.3515 0.3324
H 0.0291 -0.3947 -0.4580
H -0.0571 0.4714 0.2755
H -0.1754 -0.5935 -0.2826
H 0.1447 -0.4179 -0.2758
H 0.1063 0.3275 0.2984
H -0.7905 -0.4115 0.5682
H 0.2596 0.2755 0.2314
H 1.0214 -0.6162 0.1823
H -0.1116 -0.8335 -0.0899
H 0.1478 -0.1111 -0.1717
C 0.9244 0.2918 -0.6056
N 1.6818 1.0754 1.0296
C -1.3190 -1.3962 -0.7151
C -1.6444 3.1717 0.0021
N 1.2959 -2.2883 -0.3640
C -1.3002 -1.5376 -0.7566
H -0.6384 0.1684 -0.1657
H 0.1208 0.0163 0.1988
H -0.3700 -0.2822 0.4735
H 0.1182 -0.0087 -0.0711
H 0.1073 0.0091 -0.0833
H 0.7477 -0.2068 0.2562

Results
2S+1: 3
E: -1404.9728 a.u.
F_max: 3.67 eV/Å
net charge: +2
frontier orbital gap (spin up / spin down): 0.218 / 0.279 Ha


Entry 2:
Below is a cluster of 4 separate species, C27H45N7O17PS5 in total in a non-equilibrium geometry, with properties calculated with the ωB97M-V functional and the def2-TZVPD basis.

Cartesian coordinates (Å):
C -9.546 -1.694 -1.649
O -8.517 -1.102 -2.426
C -7.469 -0.656 -1.585
C -6.120 -0.702 -2.301
C -5.996 -1.839 -3.308
C -6.227 -3.250 -2.718
C -4.918 -4.060 -2.496
C -4.512 -4.069 -1.006
C -3.405 -3.064 -0.652
C -2.127 -3.238 -1.496
C -0.827 -3.381 -0.691
C -0.659 -2.350 0.419
C -0.620 -0.928 -0.154
N -0.612 0.089 0.938
C 0.598 0.339 1.474
N 1.720 -0.282 1.126
C 2.706 0.177 1.876
C 4.111 -0.283 1.821
C 5.122 0.662 1.685
C 6.433 0.189 1.634
C 6.645 -1.182 1.686
C 5.533 -2.019 1.808
N 4.274 -1.603 1.894
N 2.213 1.113 2.704
C 2.966 1.828 3.695
O 3.328 3.106 3.174
N 3.181 4.109 4.181
O 3.541 5.126 3.766
N 0.885 1.245 2.444
N 0.140 2.185 3.150
C 0.219 3.357 2.741
S 0.120 4.794 2.236
P -2.082 0.800 1.398
O -3.230 0.200 0.472
O -1.988 2.352 0.989
S -2.555 0.490 3.221
H -10.461 -1.743 -2.233
H -9.236 -2.691 -1.325
H -9.753 -1.086 -0.763
H -7.685 0.364 -1.248
H -7.420 -1.282 -0.687
H -5.338 -0.736 -1.536
H -5.979 0.236 -2.847
H -5.026 -1.833 -3.809
H -6.747 -1.688 -4.081
H -6.809 -3.822 -3.441
H -6.821 -3.221 -1.806
H -4.126 -3.634 -3.106
H -5.136 -5.091 -2.764
H -5.358 -3.851 -0.352
H -4.168 -5.061 -0.697
H -3.811 -2.069 -0.850
H -3.226 -3.132 0.421
H -2.242 -4.151 -2.083
H -2.042 -2.439 -2.235
H -0.003 -3.275 -1.401
H -0.767 -4.371 -0.239
H -1.417 -2.394 1.200
H 0.317 -2.503 0.884
H 0.307 -0.854 -0.722
H -1.425 -0.748 -0.860
H 4.938 1.726 1.641
H 7.272 0.867 1.557
H 7.629 -1.621 1.626
H 5.699 -3.089 1.846
H 3.846 1.262 3.985
H 2.342 1.984 4.576
H -3.102 0.412 -0.468
H -2.903 2.675 0.988
C -0.726 0.772 -4.654
C 0.392 0.068 -3.907
O 0.096 -1.329 -4.082
S -0.597 -1.564 -5.513
O 0.389 -1.983 -6.438
O -1.798 -2.288 -5.302
O -0.959 -0.036 -5.816
H -1.646 0.792 -4.063
H -0.463 1.780 -4.948
H 0.421 0.313 -2.856
H 1.366 0.263 -4.356
C 5.988 3.243 7.658
C 6.052 3.465 6.163
O 6.953 2.465 5.682
S 6.814 1.145 6.583
O 5.937 0.244 5.920
O 8.102 0.758 7.013
O 6.015 1.814 7.798
H 6.859 3.662 8.163
H 5.083 3.646 8.105
H 6.413 4.456 5.901
H 5.082 3.295 5.691
C 4.206 3.999 -2.257
C 4.669 3.219 -3.470
O 3.778 2.091 -3.520
S 2.341 2.519 -2.984
O 1.511 2.824 -4.090
O 1.960 1.609 -1.962
O 2.773 3.889 -2.284
H 4.568 3.549 -1.330
H 4.503 5.044 -2.293
H 5.698 2.883 -3.387
H 4.546 3.794 -4.389

Cartesian forces, eV/Å:
C 0.1117 0.2758 0.0300
O -0.0635 0.0106 0.2349
C 0.1644 -0.1521 0.0169
C -0.0103 0.4357 -0.4536
C -0.4318 -0.5618 0.3221
C 0.6506 -0.1785 -0.8285
C -1.1539 0.2513 1.3416
C 0.7400 0.0583 0.1461
C -0.3858 0.0725 -0.5179
C -0.1135 -0.4974 0.3836
C -0.4195 0.3559 -0.0948
C 0.3480 0.5719 -0.1953
C 0.5398 -0.9036 -0.1347
N -0.0940 0.4656 -1.2115
C -0.1064 0.6319 0.6764
N 0.2948 -0.8398 -0.4488
C -1.3004 0.0118 -0.2448
C -0.2528 0.5312 0.0723
C 0.5754 -0.4194 0.1484
C -0.0341 -0.3400 -0.0040
C -0.5620 0.2671 -0.0318
C 0.2946 -0.2718 0.0482
N 0.3911 0.3634 -0.2114
N 1.9983 -0.2958 0.2452
C -0.8032 0.8176 0.7094
O 0.1385 -0.5295 -0.2217
N 0.0127 0.3443 -0.1512
O -0.0785 0.0094 0.2232
N -0.3610 -0.0024 0.0083
N 0.5332 0.1025 -0.1331
C -0.4978 -0.3304 -0.3258
S 0.1160 0.2618 0.1774
P -1.2226 -0.3069 2.2535
O 0.8826 0.2427 -0.6871
O 0.2007 -0.5175 -0.6901
S 0.2726 -0.0162 -0.1652
H 0.0758 -0.1112 -0.1850
H -0.1265 -0.0737 0.0194
H -0.0595 -0.0158 0.0372
H 0.0073 0.0178 0.0702
H -0.0422 -0.0965 -0.0144
H 0.0164 -0.0767 0.0323
H 0.0247 0.0363 0.0218
H 0.0672 0.1968 0.0454
H 0.0185 0.1959 -0.0236
H -0.1763 0.1266 -0.0014
H 0.0055 0.0403 0.0620
H 0.0824 -0.3127 -0.2081
H 0.3109 -0.0200 -0.3518
H -0.2049 -0.0613 -0.1653
H 0.0646 -0.0470 -0.1424
H 0.0165 0.0845 0.2383
H 0.1598 0.0502 0.0209
H 0.1156 0.0204 -0.1203
H 0.0731 0.0491 0.0004
H 0.1831 -0.1704 0.1274
H 0.0124 -0.0776 -0.0668
H -0.1093 -0.2041 -0.0635
H -0.0827 -0.0860 0.2181
H 0.0139 0.3758 0.0258
H -0.1812 0.1559 0.2095
H -0.2327 0.0007 -0.0320
H -0.0387 0.0755 -0.0331
H 0.0709 0.0709 0.0376
H -0.1632 -0.0340 0.0419
H 0.0171 -0.2574 -0.2893
H -0.0082 -0.0604 0.0317
H -0.2995 -0.1343 -0.0370
H 0.1144 0.3680 0.0881
C -0.2435 -0.0100 0.2847
C -0.0441 -0.1778 -0.6050
O -0.3433 0.1008 0.0916
S 0.0273 0.2495 0.1827
O -0.1131 -0.1175 -0.1338
O 0.0629 -0.2042 0.0060
O 0.3315 -0.0401 0.0960
H 0.0223 -0.0140 0.0174
H 0.0333 -0.0268 -0.2298
H -0.0987 -0.2189 0.1373
H -0.0133 0.0316 -0.0446
C 0.3056 0.2011 0.0984
C -0.3811 0.1196 -0.1452
O 0.2066 0.0606 0.2468
S -0.1317 0.2478 0.1311
O -0.0333 -0.1074 -0.0090
O 0.0518 -0.1650 -0.1328
O -0.1197 -0.0376 -0.2898
H 0.0049 -0.0126 -0.0172
H -0.0752 -0.2219 0.0361
H 0.1858 -0.0915 -0.0841
H -0.0574 0.0642 0.1109
C 0.2901 -0.1514 0.2356
C 0.0213 0.3976 -0.3116
O -0.0624 -0.0813 0.3650
S 1.0281 0.6487 0.2473
O -0.4212 -0.0928 0.1502
O -0.2442 -0.1154 0.0137
O 0.0046 0.0033 -0.3163
H 0.0112 -0.0033 -0.0121
H -0.2298 0.0605 -0.0391
H -0.0884 -0.2567 0.0192
H 0.0144 0.0171 0.0201

Results
2S+1: 1
E: -5050.0916 a.u.
F_max: 2.58 eV/Å
net charge: +1
frontier orbital gap: 0.268 Ha


Entry 3:
Below is a cluster of 8 separate species, C37H70FIN2O16PS7 in total in a non-equilibrium geometry, with properties calculated with the ωB97M-V functional and the def2-TZVPD basis.

Cartesian coordinates (Å):
C 2.691 -0.323 0.320
C 2.541 -0.437 -1.239
C 1.426 0.450 -1.860
C 1.861 1.946 -1.574
N 0.067 0.204 -1.242
N -0.278 1.096 -0.334
C -1.473 0.827 0.168
C -1.929 1.800 1.281
C -2.386 -0.223 -0.173
P -4.071 -0.374 0.655
O -4.959 -1.214 -0.487
O -4.837 1.097 0.746
C -1.934 -1.142 -1.165
F -2.625 -2.166 -1.581
C -0.625 -0.850 -1.653
I 0.128 -2.242 -3.107
H 1.982 0.424 0.749
H 2.521 -1.274 0.850
H 3.725 0.039 0.565
H 3.497 -0.071 -1.676
H 2.489 -1.511 -1.494
H 1.382 0.415 -2.967
H 2.752 2.112 -2.217
H 1.063 2.593 -1.989
H 2.081 2.133 -0.514
H -1.051 2.268 1.778
H -2.504 2.642 0.841
H -2.495 1.285 2.080
H -5.063 -0.549 -1.201
H -5.271 1.263 -0.118
C -9.157 -2.312 -2.178
C -10.208 -1.196 -2.199
C -9.765 -0.130 -1.191
S -7.979 -0.235 -1.108
O -7.606 -0.675 0.215
O -7.399 0.947 -1.716
C -7.805 -1.610 -2.233
H -9.283 -3.002 -3.012
H -9.245 -2.884 -1.250
H -10.254 -0.760 -3.199
H -11.202 -1.573 -1.960
H -10.052 0.870 -1.508
H -10.160 -0.331 -0.195
H -6.977 -2.243 -1.917
H -7.613 -1.204 -3.225
C -7.737 -2.266 4.203
C -6.944 -1.168 3.486
C -7.210 0.147 4.225
S -7.571 -0.297 5.925
O -8.940 0.049 6.209
O -6.484 0.129 6.771
C -7.468 -2.066 5.691
H -7.439 -3.262 3.874
H -8.803 -2.147 3.996
H -5.877 -1.404 3.526
H -7.222 -1.091 2.436
H -6.343 0.805 4.203
H -8.079 0.665 3.821
H -8.193 -2.565 6.331
H -6.457 -2.378 5.954
C 8.697 -0.304 0.260
C 8.665 0.576 1.514
C 7.923 1.866 1.149
S 6.786 1.437 -0.167
O 7.185 2.129 -1.370
O 5.429 1.497 0.328
C 7.280 -0.275 -0.304
H 9.017 -1.321 0.488
H 9.397 0.115 -0.467
H 8.129 0.056 2.309
H 9.667 0.790 1.883
H 7.360 2.261 1.993
H 8.604 2.626 0.768
H 7.223 -0.595 -1.343
H 6.599 -0.867 0.311
C 2.906 -0.786 6.308
C 1.621 -0.814 5.475
C 1.911 -0.084 4.159
S 3.668 -0.286 3.850
O 4.299 1.005 3.926
O 3.858 -1.169 2.724
C 4.027 -1.182 5.353
H 2.850 -1.462 7.161
H 3.079 0.224 6.688
H 1.343 -1.850 5.268
H 0.787 -0.352 6.005
H 1.350 -0.509 3.329
H 1.706 0.983 4.239
H 5.017 -0.911 5.716
H 3.988 -2.247 5.122
C 5.034 3.544 -6.250
C 5.836 4.007 -5.028
C 6.303 2.753 -4.282
S 6.442 1.460 -5.515
O 5.456 0.442 -5.229
O 7.832 1.140 -5.719
C 5.863 2.439 -6.895
H 4.848 4.362 -6.947
H 4.068 3.147 -5.928
H 6.703 4.583 -5.360
H 5.244 4.653 -4.379
H 7.268 2.902 -3.806
H 5.572 2.431 -3.542
H 5.290 1.814 -7.577
H 6.737 2.846 -7.403
C -7.977 2.253 -7.438
C -7.327 3.324 -6.556
C -7.244 2.759 -5.133
S -7.140 0.979 -5.309
O -8.334 0.389 -4.749
O -5.818 0.537 -4.927
C -7.273 0.946 -7.089
H -7.881 2.488 -8.498
H -9.042 2.178 -7.204
H -6.321 3.539 -6.926
H -7.888 4.258 -6.575
H -6.363 3.120 -4.606
H -8.141 2.988 -4.558
H -7.826 0.062 -7.402
H -6.263 0.921 -7.498
C 8.003 -3.553 5.834
C 6.712 -3.583 5.007
C 6.992 -2.844 3.691
S 8.748 -3.037 3.377
O 9.373 -1.740 3.454
O 8.938 -3.910 2.246
C 9.121 -3.937 4.874
H 7.954 -4.233 6.684
H 8.170 -2.543 6.219
H 6.440 -4.620 4.795
H 5.881 -3.130 5.543
H 6.428 -3.269 2.862
H 6.781 -1.778 3.774
H 10.111 -3.663 5.233
H 9.089 -5.002 4.638

Cartesian forces, eV/Å:
C 0.1442 0.6112 -0.1886
C 0.4164 -0.3844 0.4562
C 1.8429 1.7737 0.6500
C -0.5722 -0.7109 -1.1327
N 1.6317 -0.3652 -1.5538
N -1.6666 -1.6311 -0.0246
C -1.2966 1.2573 2.0898
C 0.7863 0.2629 -0.1737
C 0.2822 -0.1543 -2.4323
P -1.1985 -1.1433 1.4852
O 1.4954 1.9971 0.2437
O 0.9215 -1.1707 -1.5193
C 0.9154 2.6973 1.9620
F 0.3144 0.0845 -0.1451
C -0.7413 -1.8173 -0.8025
I -0.4228 0.7701 0.6467
H 0.4667 -0.4572 -0.2283
H 0.0792 0.3838 -0.4666
H -1.1448 -0.4205 -0.1635
H -0.7319 -0.1948 0.0223
H -0.2225 0.5927 -0.1341
H -0.4212 -0.6176 0.7263
H -0.3950 -0.1152 0.6244
H 0.4427 -0.0187 0.5873
H -0.1064 0.0781 -0.5914
H -0.3765 -0.4249 -0.5042
H 0.0602 -0.6952 0.3555
H 0.0372 0.2809 -0.6097
H -0.3870 -0.8344 -0.2920
H -0.1774 0.4577 0.4957
C -0.1122 0.0126 0.1524
C -0.0444 -0.0505 -0.1981
C -0.4749 0.0430 -0.1331
S -0.7070 -0.4475 -0.5455
O 0.0576 0.4523 0.0939
O 0.6436 0.0832 0.5981
C 0.0818 -0.3821 -0.2275
H 0.0357 0.0336 0.0203
H 0.0380 -0.0192 -0.0443
H 0.0661 -0.0018 0.0477
H 0.0425 0.0374 0.0410
H 0.1451 0.0320 0.1130
H 0.1679 0.0322 0.0314
H 0.0231 0.1344 0.1360
H -0.0322 0.0863 0.0771
C -0.0114 0.0785 -0.0354
C 0.0474 -0.1020 -0.1015
C 0.1277 0.0062 -0.4757
S 0.1770 -0.1293 -0.0140
O 0.1177 0.0969 0.1301
O -0.2168 0.1210 0.0924
C -0.0714 -0.3975 -0.1845
H -0.0273 0.0236 0.0179
H 0.0221 -0.0319 0.0389
H -0.0311 -0.0055 0.0431
H 0.0345 0.0335 0.0500
H -0.1063 0.0752 0.1522
H -0.0183 -0.0066 0.1312
H 0.0261 0.1592 0.1050
H -0.0246 0.0714 0.0441
C 0.1039 0.0744 0.0296
C -0.0878 -0.0563 -0.0335
C 0.2954 0.1073 0.3498
S 0.3400 -0.4042 0.3745
O -0.3245 0.1215 -0.0245
O -0.1755 0.2685 -0.3780
C 0.2168 -0.3287 -0.0626
H -0.0169 0.0319 -0.0028
H -0.0466 -0.0505 -0.0254
H 0.0558 0.0296 -0.0234
H -0.0609 -0.0279 0.0357
H -0.1054 0.0748 -0.1556
H -0.1212 0.0000 -0.1147
H -0.1152 0.1334 -0.0122
H -0.0407 0.0841 -0.0034
C -0.0509 0.1070 0.0252
C -0.0359 -0.1014 0.0580
C -0.4782 -0.0143 0.1184
S -0.0421 -0.1500 0.2714
O 0.0791 -0.1067 -0.2523
O 0.3416 0.1150 0.2261
C -0.0660 -0.0798 0.4166
H 0.0168 0.0319 -0.0232
H 0.0413 -0.0466 0.0036
H 0.0233 0.0314 0.0045
H 0.0241 -0.0149 -0.0367
H 0.1421 0.0820 -0.0904
H 0.1500 -0.0038 -0.0554
H 0.0193 0.0609 -0.1642
H -0.0337 0.0537 -0.0804
C -0.0306 0.0455 0.0775
C 0.0025 0.0344 -0.0825
C -0.0883 0.4653 0.1258
S 0.1712 0.3237 -0.0430
O 0.1294 -0.1063 0.0087
O -0.1592 -0.3399 0.0592
C -0.2760 0.2309 -0.2287
H -0.0116 -0.0431 0.0075
H 0.0164 -0.0093 -0.0540
H -0.0330 -0.0259 -0.0012
H 0.0510 -0.0227 0.0025
H -0.0540 -0.2403 0.0567
H 0.1029 -0.1030 -0.0117
H 0.1153 -0.1230 0.0611
H 0.0200 -0.0769 0.0461
C -0.0775 0.0795 0.0785
C 0.0472 0.0165 -0.1114
C -0.0477 0.4823 -0.0437
S 0.1675 0.3551 -0.2965
O 0.1699 -0.2130 0.0817
O -0.2144 -0.2948 0.2926
C -0.1459 0.0690 -0.3800
H -0.0129 -0.0333 0.0332
H 0.0292 -0.0362 -0.0397
H -0.0335 -0.0190 0.0113
H 0.0322 -0.0321 0.0272
H -0.0560 -0.1728 0.1172
H 0.0335 -0.1489 0.0367
H 0.0675 -0.0618 0.1526
H 0.0001 -0.0387 0.0897
C -0.0885 0.0959 0.0218
C 0.0813 -0.1192 0.0016
C -0.4718 -0.0351 0.2048
S -0.0253 -0.3928 0.1682
O 0.0494 -0.0700 -0.2016
O 0.1171 0.3364 -0.1431
C 0.0063 -0.1043 0.4002
H 0.0189 0.0313 -0.0224
H 0.0424 -0.0423 0.0051
H 0.0248 0.0342 -0.0033
H 0.0471 -0.0487 0.0015
H 0.1324 0.1209 -0.0951
H 0.1015 -0.0048 -0.0684
H 0.0231 0.0347 -0.1778
H 0.0264 0.0502 -0.0780

Results
2S+1: 1
E: -6291.0956 a.u.
F_max: 3.46 eV/Å
net charge: +1
ΔE to the lowest compared entry with this formula, charge and spin: 29.6 kcal per mole
frontier orbital gap: 0.270 Ha